[1]
{
  "formula": "C6H10",
  "method": "ωB97M-V/def2-TZVPD",
  "elements": ["C", "C", "C", "C", "C", "C", "H", "H", "H", "H", "H", "H", "H", "H", "H", "H"],
  "xyz": [[1.516, -0.805, -0.486], [0.094, -0.627, -1.001], [-1.062, 0.050, 1.037], [-1.271, -0.285, -0.434], [0.294, 0.801, 0.978], [0.860, 0.541, -0.431], [-2.119, -0.917, -0.704], [0.164, 1.874, 1.131], [-1.869, 0.690, 1.402], [0.991, 0.455, 1.752], [0.729, 1.392, -1.100], [2.199, -1.073, -1.289], [1.810, -1.240, 0.472], [-1.027, -0.837, 1.681], [-1.403, 0.718, -0.925], [0.094, -0.738, -2.084]],
  "charge": 0,
  "lumo_energy_ha": 0.0430,
  "orbital_gap_ha": 0.3726,
  "relative_energy_kcal_mol": 43.03,
  "spin_multiplicity": 1,
  "e_homo_ev": -8.97,
  "smiles": "C1C[C@@H]2C[C@@H]2C1"
}

=====

[2]
{
  "formula": "C6H10",
  "method": "ωB97M-V/def2-TZVPD",
  "elements": ["C", "C", "C", "C", "C", "C", "H", "H", "H", "H", "H", "H", "H", "H", "H", "H"],
  "xyz": [[-1.401, -1.262, -1.821], [1.164, -0.920, 0.470], [0.694, 1.356, -0.448], [0.051, 0.039, 0.011], [-0.707, -0.632, -1.064], [-0.976, 0.350, 1.115], [-0.060, 2.076, -0.780], [-0.508, 0.848, 1.971], [1.831, -1.134, -0.373], [0.755, -1.872, 0.823], [-1.744, 1.017, 0.706], [-2.029, -1.824, -2.476], [-1.475, -0.561, 1.458], [1.762, -0.471, 1.272], [1.236, 1.796, 0.399], [1.408, 1.196, -1.262]],
  "charge": 0,
  "lumo_energy_ha": 0.0347,
  "orbital_gap_ha": 0.3996,
  "relative_energy_kcal_mol": 31.45,
  "spin_multiplicity": 1,
  "e_homo_ev": -9.93,
  "smiles": "C#CC(C)(C)C"
}

=====

[3]
{
  "formula": "C6H10",
  "method": "ωB97M-V/def2-TZVPD",
  "elements": ["C", "C", "C", "C", "C", "C", "H", "H", "H", "H", "H", "H", "H", "H", "H", "H"],
  "xyz": [[0.418, -1.159, -0.023], [0.987, 1.151, -0.287], [-0.488, 0.945, -0.610], [1.454, -0.166, 0.396], [-1.410, 0.524, 0.486], [-0.772, -0.534, -0.401], [-1.487, -1.498, -0.607], [-2.477, 0.692, 0.376], [-1.040, 0.572, 1.511], [0.523, -2.241, -0.105], [-1.402, -2.533, 0.028], [-0.921, 1.440, -1.477], [2.476, -0.459, 0.139], [1.167, 2.034, 0.335], [1.538, 1.278, -1.226], [1.420, -0.071, 1.496]],
  "charge": 0,
  "lumo_energy_ha": [0.0154, -0.0147],
  "orbital_gap_ha": [0.3227, 0.2426],
  "relative_energy_kcal_mol": 133.56,
  "spin_multiplicity": 1,
  "e_homo_ev": [-8.36, -7.00]
}

=====

[4]
{
  "formula": "C6H10",
  "method": "ωB97M-V/def2-TZVPD",
  "elements": ["C", "C", "C", "C", "C", "C", "H", "H", "H", "H", "H", "H", "H", "H", "H", "H"],
  "xyz": [[-2.028, -0.959, 0.074], [1.619, 0.532, 1.305], [-1.410, -0.258, -1.127], [-0.036, -0.786, -1.357], [1.758, 0.733, -0.211], [0.956, -0.218, -0.953], [-2.097, -2.032, -0.115], [1.808, -0.514, 1.558], [1.405, 1.741, -0.499], [2.784, 0.634, -0.557], [-1.234, 0.789, -0.843], [0.618, 0.785, 1.682], [-3.018, -0.532, 0.242], [-1.432, -0.818, 0.989], [-2.037, -0.254, -2.019], [2.343, 1.157, 1.831]],
  "charge": 0,
  "lumo_energy_ha": 0.0386,
  "orbital_gap_ha": 0.3757,
  "relative_energy_kcal_mol": 62.60,
  "spin_multiplicity": 1,
  "e_homo_ev": -9.17,
  "smiles": "CCC#CCC"
}

=====

Number 1: E -6381.9936 eV. Number 2: E -6382.4956 eV. Number 3: E -6378.0678 eV. Number 4: E -6381.1448 eV.